ORCA calculation (ωB97M-V/def2-TZVPD) on a structure of composition C57H117CrO39 in a non-equilibrium geometry.

ORCA input file:
```
! RIJCOSX wB97M-V def2-TZVPD def2/J DEFGRID3
* xyz -1 5
Cr -2.3605 3.4560 -0.2211
C -1.1525 7.8915 -0.8387
C -0.7531 6.4919 -0.3801
C -0.1300 6.6320 0.9978
O -1.7240 5.4858 -0.5125
H -0.3423 8.6085 -0.7064
H -1.9835 8.2378 -0.2241
H -1.6936 7.7668 -1.7767
H 0.0316 6.0584 -1.0000
H 0.0630 5.6977 1.5250
H -0.9011 7.1033 1.6071
H 0.7618 7.2462 1.1226
C -1.4653 -0.8157 -0.2429
C -0.5502 0.3842 0.1503
C 0.7268 0.3222 -0.5679
O -1.2018 1.6106 0.1170
H -0.8130 -1.6571 -0.4771
H -2.2101 -0.6959 -1.0296
H -1.9087 -1.3219 0.6146
H -0.1894 0.1029 1.1396
H 1.3326 -0.4985 -0.1840
H 1.3117 1.2390 -0.4932
H 0.6985 0.1419 -1.6425
C -4.8706 1.3488 0.2445
C -5.4339 2.5539 -0.4419
C -6.5425 2.9892 0.5252
O -4.5236 3.6641 -0.5767
H -4.1633 0.8827 -0.4415
H -5.6121 0.6128 0.5552
H -4.2627 1.6679 1.0910
H -5.8808 2.2159 -1.3768
H -6.2696 3.3514 1.5164
H -7.2060 2.1745 0.8153
H -7.2969 3.6628 0.1185
C -4.5957 1.1136 -4.5652
C -3.7011 1.1645 -3.3053
O -2.2871 1.4434 -3.6185
C -1.6537 2.4040 -3.1602
O -2.0557 3.2150 -2.3568
O -0.4690 2.3457 -3.8083
C 0.5321 3.3512 -3.5880
H -4.0067 0.3728 -5.1058
H -4.6445 2.0958 -5.0354
H -5.6162 0.8224 -4.3162
H -3.6146 0.2511 -2.7169
H -4.0026 2.0360 -2.7243
H 0.1215 4.3179 -3.2964
H 0.9026 3.6064 -4.5808
H 1.3627 2.9416 -3.0132
C 1.4193 -1.0728 5.2471
C 2.2185 -2.0396 6.1505
O 2.9910 -2.8349 5.3540
C 4.2158 -3.1464 5.7239
O 4.9470 -2.5130 6.4823
O 4.6016 -4.2738 4.9740
C 5.9269 -4.8077 5.0559
H 2.1036 -0.3946 4.7372
H 0.8747 -0.3687 5.8762
H 0.7626 -1.6719 4.6163
H 1.5201 -2.6259 6.7477
H 2.7864 -1.4136 6.8388
H 6.4057 -4.6237 6.0177
H 6.6079 -4.4652 4.2767
H 5.8649 -5.8929 4.9745
C 2.8685 -2.0383 -2.3841
C 3.6612 -2.5242 -3.6301
O 2.9114 -2.5481 -4.8448
C 3.4850 -3.0314 -6.0110
O 4.6850 -3.4420 -6.0824
O 2.6020 -2.9452 -6.9137
C 3.0170 -2.9202 -8.3327
H 3.5611 -1.6134 -1.6576
H 2.4210 -2.9342 -1.9538
H 2.1737 -1.2677 -2.7183
H 4.0557 -3.5359 -3.5352
H 4.5541 -1.9395 -3.8513
H 3.4417 -2.0046 -8.7443
H 2.1481 -3.3158 -8.8585
H 3.8267 -3.6444 -8.4220
C 5.2529 5.4599 -0.3445
C 4.5719 5.2037 -1.6770
O 3.7056 6.2966 -1.9905
C 3.0301 6.3768 -3.1554
O 3.0355 5.5912 -4.0972
O 2.3917 7.4947 -3.1429
C 1.6222 7.8679 -4.2308
H 5.6332 4.5526 0.1247
H 4.4000 5.7170 0.2836
H 5.8871 6.2958 -0.6400
H 3.8743 4.3760 -1.5495
H 5.3304 5.1701 -2.4591
H 2.1997 8.3559 -5.0159
H 0.8893 8.5540 -3.8061
H 1.1896 6.9697 -4.6715
C -0.6008 -0.3129 -10.2972
C 0.2733 -0.0266 -9.0709
O -0.3677 -0.4795 -7.8293
C 0.2060 -0.4502 -6.6667
O 1.3234 0.0068 -6.3767
O -0.6403 -1.1564 -5.8159
C -0.1589 -1.5162 -4.5627
H -1.1560 -1.2509 -10.3025
H -0.1841 -0.3307 -11.3043
H -1.4193 0.4054 -10.3440
H 0.5098 1.0338 -8.9832
H 1.2561 -0.4706 -9.2294
H 0.6159 -2.2192 -4.8684
H -1.0151 -1.7373 -3.9255
H 0.3733 -0.6411 -4.1898
C 4.9194 1.1998 -3.0955
C 6.0419 1.3726 -2.1428
O 5.4803 1.6587 -0.8643
C 6.3176 1.5318 0.2174
O 7.5394 1.4003 0.2927
O 5.4645 1.3325 1.2243
C 5.9215 0.6653 2.3812
H 4.0812 0.5689 -2.7996
H 5.2499 0.6856 -3.9979
H 4.4872 2.1572 -3.3862
H 6.6540 2.2507 -2.3484
H 6.6272 0.4541 -2.0982
H 5.2571 0.5805 3.2410
H 6.6910 1.1863 2.9508
H 6.3620 -0.3183 2.2176
C -1.1376 -4.8021 -3.6981
C -2.6062 -4.2941 -3.6363
O -2.9565 -4.1411 -2.2931
C -3.8199 -3.1453 -1.9420
O -4.5237 -2.5570 -2.8200
O -3.9847 -2.9974 -0.6792
C -5.0487 -2.3019 -0.1964
H -1.1305 -5.7843 -3.2256
H -0.3135 -4.2850 -3.2065
H -0.7930 -4.9057 -4.7270
H -3.1521 -5.1114 -4.1076
H -2.7483 -3.4406 -4.2992
H -4.7960 -1.2442 -0.1226
H -5.2727 -2.6483 0.8126
H -5.9422 -2.4896 -0.7918
C 3.0594 5.6908 4.1106
C 3.3189 4.2329 3.6644
O 4.5905 3.8718 4.1390
C 4.8517 2.7598 4.9504
O 4.1160 1.8601 5.3197
O 6.2211 2.7255 5.1126
C 6.8706 1.7261 5.8336
H 3.0437 5.6340 5.1990
H 2.0868 6.0429 3.7669
H 3.8961 6.3092 3.7855
H 3.0928 4.0431 2.6152
H 2.5051 3.5973 4.0132
H 7.9339 1.6663 5.6012
H 6.4728 0.7727 5.4858
H 6.7056 1.8896 6.8985
C -2.2649 -1.8048 3.3896
C -3.7502 -1.2665 3.3445
O -4.5795 -2.2568 3.8910
C -5.8929 -2.0162 3.8534
O -6.4253 -1.0447 3.3492
O -6.4522 -3.0312 4.3801
C -7.8007 -3.0146 4.7746
H -1.7507 -1.6147 4.3317
H -1.7084 -1.1688 2.7013
H -2.2037 -2.8354 3.0399
H -3.9331 -1.0662 2.2888
H -3.9637 -0.3101 3.8218
H -8.1020 -4.0385 4.9955
H -8.4488 -2.5944 4.0055
H -7.9074 -2.4125 5.6770
C -4.6293 -5.3751 2.0560
C -4.9156 -6.7197 2.8350
O -3.9977 -7.6441 2.2778
C -3.1635 -8.3839 3.0643
O -3.0347 -8.2421 4.2651
O -2.6274 -9.2948 2.2636
C -1.7835 -10.3211 2.8186
H -5.3635 -4.6807 2.4646
H -4.8990 -5.4729 1.0045
H -3.6056 -5.0066 2.1224
H -5.8911 -7.0092 2.4442
H -4.8477 -6.5914 3.9153
H -1.8939 -11.3137 2.3819
H -2.1177 -10.5664 3.8267
H -0.7316 -10.0354 2.8182
C 0.1727 -6.2322 0.5366
C 0.0855 -4.7424 0.9933
O 1.3444 -4.0131 0.7678
C 1.6568 -2.8413 1.2849
O 0.8992 -2.3155 2.0481
O 2.9040 -2.4713 0.8965
C 3.4403 -1.2950 1.3312
H 0.6340 -6.7347 1.3868
H 0.6160 -6.5219 -0.4161
H -0.8085 -6.7063 0.5149
H -0.2759 -4.5152 1.9962
H -0.5749 -4.1830 0.3306
H 4.1715 -1.2793 2.1394
H 2.6493 -0.6186 1.6549
H 3.8531 -0.8391 0.4312
C -5.1260 3.4005 5.5631
C -4.6330 3.0986 4.1617
O -3.2095 2.9711 4.1920
C -2.3637 3.2753 3.2317
O -2.5876 3.6495 2.0805
O -1.1893 2.8878 3.7683
C -0.0193 2.8902 2.9972
H -4.4921 4.0771 6.1363
H -5.3767 2.5804 6.2359
H -6.0090 4.0308 5.4579
H -4.9993 3.9269 3.5554
H -5.0624 2.1898 3.7401
H 0.7655 3.0457 3.7375
H 0.0547 3.6756 2.2451
H 0.0877 1.9625 2.4351
*
```

Results
- ⟨S²⟩ = 6.01
- LUMO level (spin up / spin down) (eV) = 1.809 / 1.809
- F_max (hartree/bohr) = 0.1240

Here are the Mulliken charges for atoms 1 to 99, given in e: number 1, Cr, carries 1.660; number 2, C, carries -1.801; number 3, C, carries 1.224; number 4, C, carries -0.891; number 5, O, carries -0.681; number 6, H, carries 0.367; number 7, H, carries 0.431; number 8, H, carries 0.379; number 9, H, carries -0.204; number 10, H, carries -0.255; number 11, H, carries 0.347; number 12, H, carries 0.455; number 13, C, carries 0.608; number 14, C, carries 1.835; number 15, C, carries 0.199; number 16, O, carries 0.275; number 17, H, carries 0.233; number 18, H, carries -1.210; number 19, H, carries -0.569; number 20, H, carries -0.942; number 21, H, carries -0.682; number 22, H, carries 0.554; number 23, H, carries -0.701; number 24, C, carries 0.342; number 25, C, carries 0.975; number 26, C, carries -1.589; number 27, O, carries -0.359; number 28, H, carries -1.048; number 29, H, carries 0.814; number 30, H, carries -0.514; number 31, H, carries 0.014; number 32, H, carries 0.079; number 33, H, carries 0.474; number 34, H, carries 0.399; number 35, C, carries -1.734; number 36, C, carries 0.726; number 37, O, carries -0.267; number 38, C, carries 1.467; number 39, O, carries -1.204; number 40, O, carries -0.380; number 41, C, carries -0.989; number 42, H, carries 0.348; number 43, H, carries 0.430; number 44, H, carries 0.382; number 45, H, carries -0.373; number 46, H, carries 0.022; number 47, H, carries 0.271; number 48, H, carries 0.369; number 49, H, carries 0.335; number 50, C, carries -0.535; number 51, C, carries -0.465; number 52, O, carries -0.167; number 53, C, carries 0.771; number 54, O, carries -0.613; number 55, O, carries -0.305; number 56, C, carries -0.720; number 57, H, carries 0.093; number 58, H, carries 0.549; number 59, H, carries -0.095; number 60, H, carries 0.268; number 61, H, carries 0.377; number 62, H, carries 0.322; number 63, H, carries 0.274; number 64, H, carries 0.265; number 65, C, carries 0.382; number 66, C, carries -0.840; number 67, O, carries 0.019; number 68, C, carries 0.448; number 69, O, carries -0.678; number 70, O, carries -0.137; number 71, C, carries -0.823; number 72, H, carries -0.184; number 73, H, carries 0.395; number 74, H, carries -0.409; number 75, H, carries 0.483; number 76, H, carries 0.321; number 77, H, carries 0.284; number 78, H, carries 0.235; number 79, H, carries 0.430; number 80, C, carries -1.181; number 81, C, carries 0.139; number 82, O, carries -0.310; number 83, C, carries 0.905; number 84, O, carries -0.651; number 85, O, carries -0.330; number 86, C, carries -0.663; number 87, H, carries 0.188; number 88, H, carries 0.266; number 89, H, carries 0.368; number 90, H, carries 0.064; number 91, H, carries 0.389; number 92, H, carries 0.302; number 93, H, carries 0.238; number 94, H, carries 0.290; number 95, C, carries -1.307; number 96, C, carries 0.026; number 97, O, carries -0.354; number 98, C, carries 0.921; number 99, O, carries -0.620